{"formula": "C36H84O22P2", "method": "ωB97M-V with the def2-TZVPD basis set", "species": ["H", "H", "H", "H", "H", "C", "H", "C", "H", "H", "H", "O", "P", "O", "H", "H", "H", "H", "H", "H", "C", "H", "O", "H", "H", "H", "C", "H", "H", "O", "O", "C", "C", "O", "H", "C", "C", "H", "O", "C", "H", "H", "H", "C", "H", "H", "H", "H", "O", "C", "O", "O", "O", "H", "H", "H", "H", "H", "C", "H", "H", "H", "O", "C", "O", "H", "H", "H", "H", "O", "H", "H", "H", "H", "H", "H", "C", "C", "C", "O", "H", "O", "C", "H", "H", "C", "C", "O", "H", "C", "H", "C", "H", "C", "H", "H", "C", "O", "C", "C", "H", "H", "C", "H", "H", "H", "C", "H", "H", "C", "H", "O", "C", "O", "O", "C", "C", "H", "O", "C", "H", "H", "C", "H", "H", "H", "H", "P", "H", "H", "H", "H", "C", "C", "H", "H", "H", "H", "H", "H", "C", "H", "H", "H"], "coordinates": [[-3.79231, 2.34066, -4.93308], [6.83258, -1.74078, -1.85665], [8.20060, 3.78274, -3.12395], [4.51923, -2.26855, -0.03854], [2.28615, -0.15853, -1.98805], [0.70200, -0.75904, 0.97333], [4.12546, 2.08946, -3.34237], [-4.97997, -0.31331, -2.44405], [-4.77960, 2.97664, -3.73409], [2.95934, 3.42311, 3.16772], [1.17415, -0.67426, 1.94171], [3.65209, -1.22964, -3.11406], [3.81402, 1.00147, 3.78074], [-0.71282, -0.05157, 5.68313], [-1.06775, 1.87166, 1.62575], [-1.24358, -0.86846, 3.81983], [5.29321, 1.24856, 0.96877], [-0.64976, -5.65719, 2.36458], [-2.33698, 1.03476, 5.11168], [-5.21594, -1.97216, -3.82357], [5.13592, -1.14236, 3.37929], [-3.26683, 4.77743, 3.46126], [4.07465, 1.06888, 5.21932], [-1.56779, 1.41196, 6.70869], [-3.27569, 4.47399, -1.94059], [-4.11082, -8.03918, -0.94059], [2.34410, -0.72476, -2.91561], [-2.55193, -7.15605, 2.20497], [-4.96373, 0.43548, -3.24652], [-4.80765, 3.35729, 3.51029], [0.57727, -3.11363, 1.21621], [0.54095, -1.71743, 4.51728], [-0.37588, -0.52253, 4.40355], [3.77051, 3.37851, -1.70068], [1.72294, 3.09059, 4.33551], [-4.47745, -1.62546, -3.09171], [0.94584, -3.79645, 5.43019], [6.11699, 2.99128, -1.28262], [0.06762, -2.70118, 5.44353], [-5.48956, 0.81949, 0.78914], [-4.61557, 5.24422, 4.28085], [0.75591, -4.45215, 6.28048], [-2.32509, 3.21952, -1.23421], [-1.98469, -7.00949, 1.27504], [1.50073, -1.33595, 4.88251], [1.55500, -1.48006, -2.99744], [7.43929, 5.11079, -3.86659], [-7.57723, 0.72300, -3.09608], [-4.29489, 3.65283, 0.98155], [4.37677, -1.42906, -0.73128], [-5.33191, 1.50920, 2.03348], [-3.19060, -1.42049, -3.58065], [-6.27237, -0.38729, -1.90583], [-2.63134, -3.44085, -3.43037], [5.59908, -1.27213, 2.39997], [-3.22801, -8.99399, 0.26040], [-6.37469, 1.15296, 0.25695], [1.20391, -6.50914, 1.28451], [-3.16771, 3.38186, -1.90052], [-4.00100, 5.29885, -4.17728], [-1.85043, 3.34984, 1.25663], [4.25515, 1.44709, -1.68506], [-0.55981, 1.44181, -1.66117], [-2.61856, -2.61563, -4.14226], [5.44798, -0.51315, -0.82706], [0.59371, -2.26724, 3.57553], [-1.16984, 1.39532, -2.40990], [1.31155, 3.16208, 2.58643], [4.92089, 2.98695, 1.11471], [-2.95081, 2.02601, 2.45408], [4.98549, -2.08305, 3.89781], [0.84451, -4.38224, 4.51378], [7.54289, -0.57575, -0.77400], [3.69257, 1.66350, 1.15647], [-4.48692, -2.34972, -2.26571], [-4.41197, 4.43457, -5.63188], [0.49874, 0.35651, 0.17781], [5.94923, 2.61946, -2.30099], [-1.19776, -5.71583, 1.41850], [-0.32958, -5.48882, 0.32205], [0.36084, -3.94193, 0.73416], [6.18103, 3.64184, -3.24707], [-0.31751, 0.32642, -0.92794], [-3.22916, -2.78973, -5.03393], [-4.61626, 0.98784, 0.15530], [-0.81649, -0.92586, -1.33194], [-3.68727, 4.46611, -4.81000], [-2.75643, -6.94997, 0.11428], [2.09689, 2.25590, -1.55603], [-7.31400, -0.31420, -2.86774], [3.30117, -2.90121, -1.96876], [6.66718, -1.21232, -0.91408], [-4.12293, 3.00734, -1.52960], [-3.76425, 3.09770, -4.14598], [6.76167, -1.95281, -0.10872], [-1.22069, 4.83723, -3.83708], [4.03483, -2.09118, -2.07278], [-2.43787, 4.67030, -5.46104], [4.68258, 1.99627, 1.48384], [-1.39970, 1.18775, 5.65778], [0.99645, 1.21810, 0.61707], [1.98425, -3.48575, 5.58384], [2.37209, 3.28623, -1.81017], [0.07479, 0.28211, 3.81348], [-1.45614, -0.98703, -2.20446], [-4.24392, -0.06268, -1.68407], [0.28697, -1.97975, 0.50330], [-0.74419, -3.05307, -1.09916], [-1.91699, -4.89401, 1.40816], [2.04416, 2.84613, 3.32186], [1.63594, -5.65325, -0.13980], [3.88477, -0.46633, 3.15614], [4.45542, 2.32341, -2.32428], [-2.80356, 2.83726, -3.15869], [4.85338, 1.85346, 2.89674], [-0.47834, -2.10419, -0.65552], [7.31633, 4.43371, -3.02079], [6.58425, 1.75653, -2.50437], [2.34679, 1.44549, 3.29093], [-1.73199, 2.61871, 2.06156], [2.09663, -0.08744, -3.76634], [-4.49256, -7.89246, 0.78091], [-3.68064, -8.01850, 0.05826], [-8.16558, -0.80632, -2.40030], [-2.03746, 6.38046, -4.27293], [-7.01759, -0.84032, -3.77734], [-1.19701, 3.12170, 2.86948], [-4.34796, 2.73652, 2.12069], [3.50446, -0.90773, -0.32890], [1.94657, 3.91582, -1.02656], [-5.50571, -0.24488, 1.01175], [4.95030, -2.60982, -2.37302], [-1.57384, 5.47352, -4.65995], [-3.99860, 4.35024, 4.15275], [0.72734, -7.17927, -0.33082], [-0.84388, 2.00366, 5.18171], [7.31662, 4.95969, -2.06428], [1.87857, 3.60723, -2.73032], [5.84390, -0.52752, 3.93726], [-0.65429, 5.69231, -5.20366], [0.84490, -6.28242, 0.27504], [-1.26527, -7.84318, 1.20768], [-3.66555, 3.92917, 5.09203], [-1.61969, -2.33682, -4.46864]], "atomic_forces_ev_per_a": [[0.92, -0.14, 0.07], [-0.29, 0.09, -0.12], [0.14, 0.15, 0.56], [0.59, 0.17, 0.19], [-0.31, -0.02, 0.05], [-0.02, -0.36, -0.40], [-0.15, 0.30, -0.01], [0.53, -0.07, -1.50], [0.00, 0.28, 0.29], [-0.07, 0.04, -0.21], [0.36, -0.03, -0.17], [-0.15, 0.00, 0.10], [-0.06, -0.07, -0.32], [0.36, 0.31, -0.13], [-0.18, -0.32, 0.32], [-0.41, 0.31, 0.30], [0.46, 0.27, 0.14], [0.03, -0.24, 0.01], [-0.16, 0.35, 0.13], [0.32, -0.06, -0.39], [0.51, 0.41, -0.47], [0.66, -0.69, 0.29], [0.07, 0.31, -0.52], [-0.23, 0.28, -0.10], [-0.05, 0.00, -0.22], [0.03, 0.06, -0.02], [-0.12, 0.24, -0.83], [-0.29, 0.02, -0.21], [0.21, 0.30, 0.21], [-0.19, -0.32, -0.44], [0.55, 0.04, 0.43], [0.15, -0.19, 0.61], [-0.75, -0.63, -0.28], [0.03, 1.18, -0.72], [-0.32, 0.05, -0.11], [-1.05, 0.13, 1.47], [0.12, -0.15, 0.55], [0.44, -0.02, 0.02], [-0.11, 0.37, 0.14], [0.68, -0.15, -0.24], [-0.31, -0.35, 0.59], [-0.48, 0.07, -0.01], [-0.24, -0.41, 0.20], [1.22, 0.11, 0.47], [0.31, -0.31, -0.25], [0.25, -0.42, 0.61], [-0.44, 0.29, 0.21], [0.11, 0.01, -0.06], [0.07, 0.11, -0.13], [-1.51, -0.19, -0.48], [-0.10, 0.49, 0.33], [0.38, -0.22, -0.04], [0.17, -0.27, 0.39], [0.04, -0.08, -0.06], [-0.13, -0.38, -0.01], [0.26, 0.04, -0.05], [-0.09, -0.05, 0.17], [-0.23, -0.33, 0.02], [0.27, 0.87, -0.03], [0.39, 0.04, 0.23], [-0.39, 0.05, 0.13], [0.26, -0.23, -0.46], [0.50, 1.18, 0.35], [-0.81, 1.39, -0.43], [0.32, -0.58, 0.29], [0.48, 0.60, -0.41], [-0.11, -0.57, 0.20], [-0.13, -0.56, -0.15], [-0.06, 0.18, 0.37], [-0.21, 0.15, -0.03], [-0.20, -0.03, -0.07], [0.16, 0.01, -0.20], [-0.41, 0.54, -0.11], [-0.28, 0.59, 0.23], [0.15, -0.33, -0.16], [-0.17, -0.01, 0.15], [0.36, 0.78, 1.43], [-0.84, 0.82, 0.22], [-0.63, -0.06, -0.21], [0.21, 0.15, -0.18], [-0.34, 0.56, 0.01], [-0.41, 0.36, -0.11], [-0.57, -1.26, -1.10], [0.23, -0.75, 0.01], [-0.08, 0.10, -0.03], [0.19, -0.18, 0.20], [-0.09, -0.59, -1.03], [-0.43, -0.27, 0.10], [-0.39, 0.00, -0.29], [0.25, -0.18, 0.36], [-0.21, 0.18, 0.40], [0.98, -0.41, 0.32], [0.17, -0.36, 0.10], [-1.15, 0.13, -0.14], [-0.25, -0.09, -0.02], [-0.20, 0.35, 0.31], [0.65, -0.39, 0.04], [-0.15, 1.00, 0.53], [-0.20, -1.55, -0.80], [-0.17, -0.90, 0.07], [-0.42, 0.53, -0.66], [0.12, 0.15, -0.36], [-0.27, -0.45, 1.21], [0.35, -0.14, -0.04], [0.05, 0.10, -0.05], [-0.23, 0.26, 0.20], [-0.58, -1.96, -0.02], [-0.15, -0.18, 0.34], [0.13, 0.08, -0.05], [0.81, 0.47, 1.04], [-0.11, -0.10, -0.33], [-0.27, 0.33, 0.23], [0.34, -1.15, 0.50], [0.06, -0.31, -0.11], [-0.47, 0.27, 0.64], [0.20, 1.72, -0.51], [0.80, -0.94, -0.77], [-0.13, -0.24, 0.04], [0.44, -0.35, -0.48], [1.04, 0.42, -0.99], [0.40, 0.38, 0.14], [0.00, 0.14, 0.07], [-0.26, -0.04, -0.13], [-0.10, 0.02, -0.24], [-0.12, 0.06, -0.15], [-0.27, 0.05, -0.08], [-0.32, -0.17, 0.33], [0.02, -0.35, 0.76], [0.13, 0.30, -0.07], [0.09, 0.07, 0.06], [-0.32, 0.04, 0.00], [-0.06, 0.15, -0.41], [0.78, -1.31, 0.29], [-0.79, 0.82, -0.93], [-0.10, -0.07, 0.09], [0.23, -0.11, -0.03], [-0.09, 0.00, 0.02], [0.58, -0.18, -0.43], [-0.21, 0.00, 0.28], [-0.34, 0.24, -0.40], [0.41, 0.42, 0.36], [-0.17, -0.08, 0.03], [0.47, 0.23, 0.00], [0.12, -0.23, 0.17]], "mulliken_charge": [0.433, 0.304, 0.304, 0.516, 0.044, -0.338, 0.403, 0.481, 0.330, 0.515, 0.383, -0.443, 0.492, -0.431, -0.196, 0.277, 0.281, 0.188, 0.254, 0.381, -0.876, 0.292, -0.782, 0.376, 0.382, 0.228, -0.547, 0.403, 0.175, -0.405, -0.458, 0.096, 0.308, -0.454, 0.248, -0.688, -0.540, 0.292, -0.452, -0.237, 0.283, 0.328, -0.080, -0.613, 0.179, 0.404, 0.267, 0.252, -0.598, -0.179, -0.360, -0.196, -0.353, 0.347, 0.072, 0.327, 0.300, 0.395, -0.546, 0.413, 0.541, -0.259, -0.428, -0.935, 0.141, 0.022, 0.125, 0.134, 0.279, 0.147, 0.291, 0.053, 0.359, -0.026, 0.304, 0.377, -0.599, -0.781, -0.130, -0.418, 0.320, -0.340, 0.087, 0.390, -0.150, -0.221, -0.778, -0.214, -0.118, -0.747, 0.402, -1.121, 0.330, -0.592, 0.369, 0.021, -0.742, -0.399, -0.248, -0.532, 0.221, 0.281, -0.378, -0.163, 0.386, -0.235, 0.686, 0.601, 0.244, -0.875, 0.222, 0.134, 0.527, 0.037, -0.384, -0.681, -0.778, 0.373, 0.369, -0.465, 0.301, 0.326, -0.833, 0.271, 0.293, 0.344, 0.288, 0.510, -0.260, 0.324, 0.353, 0.396, -0.428, -0.676, 0.200, 0.088, 0.293, 0.342, 0.423, 0.287, -0.878, 0.331, 0.257, 0.223], "e_tot_ev": -102313.325, "homo_lumo_gap_ev": 8.29, "homo_ha": -0.2887}